No. 1
Molecular formula: C18H31BrO15Pd2
Method: DFT, wB97M-V/def2-TZVPD

The geometry in XYZ format:
```
67
C18H31BrO15Pd2 wB97M-V/def2-TZVPD
Pd -15.126 28.371 4.984
Pd -12.364 26.597 3.125
Br -11.495 24.132 2.704
C -13.170 27.209 8.534
C -13.883 28.359 7.841
O -13.505 28.504 6.512
H -13.531 26.249 8.175
H -13.387 27.223 9.606
H -12.088 27.316 8.461
H -13.945 29.312 8.381
H -14.963 28.129 7.801
C -13.561 24.491 5.582
C -14.634 25.451 5.096
O -14.249 26.448 4.174
H -13.098 23.912 4.785
H -13.854 23.859 6.428
H -12.743 25.029 6.083
H -15.076 25.925 5.979
H -15.391 24.843 4.585
C -8.879 26.434 4.585
C -10.215 26.508 5.364
O -11.122 27.384 4.792
H -8.400 25.460 4.708
H -8.197 27.237 4.857
H -9.125 26.439 3.519
H -9.856 26.639 6.394
H -10.625 25.493 5.316
C -16.025 22.858 1.435
C -15.007 22.212 0.529
O -15.099 22.995 -0.660
C -16.298 23.632 -0.663
O -16.760 24.221 -1.585
O -16.874 23.545 0.537
H -15.619 23.513 2.214
H -16.622 22.174 2.044
H -15.201 21.145 0.363
H -14.013 22.077 0.958
C -18.407 23.309 4.837
C -19.302 24.511 4.499
O -20.244 24.021 3.564
C -20.135 22.686 3.475
O -20.785 22.012 2.735
O -19.173 22.212 4.285
H -18.346 23.048 5.887
H -17.460 23.459 4.314
H -18.794 25.410 4.170
H -19.782 24.688 5.470
C -19.423 28.514 8.418
C -19.942 27.194 7.738
O -18.897 26.900 6.826
C -17.967 27.845 6.802
O -16.998 27.807 6.097
O -18.243 28.806 7.685
H -19.319 28.263 9.468
H -20.161 29.263 8.156
H -20.920 27.342 7.281
H -20.053 26.326 8.387
C -14.073 20.376 3.490
C -13.861 20.259 5.015
O -15.115 19.667 5.398
C -15.889 19.390 4.351
O -16.887 18.750 4.336
O -15.355 19.903 3.201
H -13.413 19.729 2.903
H -13.875 21.413 3.210
H -13.776 21.268 5.409
H -12.992 19.656 5.261
```

## Properties
E (a.u.): -4662.6101
LUMO (alpha / beta) (eV): -1.03 / -2.50
2S+1: 5

No. 2
Molecular formula: C18H31CdFO13P2
Method: DFT, wB97M-V/def2-TZVPD

The geometry in XYZ format:
```
66
C18H31CdFO13P2 wB97M-V/def2-TZVPD
Cd 1.213 -2.793 0.437
F -0.460 -1.553 0.785
O 2.117 -3.051 2.211
H 1.685 -2.370 2.736
C 0.561 1.095 4.493
C 0.493 0.779 5.847
C -0.014 -0.427 6.308
C -0.685 -1.209 5.369
C -0.741 -0.838 4.019
C -0.112 0.303 3.563
O -0.180 0.727 2.254
O -0.054 -0.768 7.630
H 1.086 2.010 4.255
H 0.961 1.438 6.573
H -1.111 -2.176 5.601
H -1.186 -1.547 3.332
H -0.170 -0.109 1.739
H 0.357 -0.084 8.167
C -5.129 2.269 -0.862
C -4.629 0.998 -0.719
C -3.435 0.798 -0.039
C -2.867 1.827 0.682
C -3.357 3.130 0.530
C -4.490 3.345 -0.268
O -4.971 4.610 -0.445
O -2.967 -0.474 0.032
H -6.011 2.436 -1.467
H -5.177 0.145 -1.096
H -2.010 1.644 1.318
H -2.708 3.879 0.966
H -4.659 5.371 0.036
H -2.025 -0.616 0.223
C -2.342 -1.392 -3.099
O -1.426 -2.435 -3.531
P 0.122 -2.470 -3.235
O 0.568 -2.596 -1.849
O 0.692 -3.651 -4.158
C 0.289 -3.684 -5.530
O 0.653 -1.136 -3.970
C 2.024 -0.866 -4.101
H -3.243 -1.874 -2.743
H -2.504 -0.731 -3.950
H -1.837 -0.788 -2.347
H 0.366 -4.707 -5.904
H 1.088 -3.219 -6.126
H -0.658 -3.174 -5.674
H 2.763 -1.332 -3.443
H 2.203 0.208 -4.028
H 2.359 -1.158 -5.105
C 4.982 1.132 -1.784
O 4.125 0.032 -1.470
P 2.915 0.262 -0.440
O 2.142 -0.954 -0.132
O 2.069 1.476 -1.080
C 0.632 1.256 -1.206
O 3.708 0.943 0.745
C 3.152 0.990 2.070
H 5.828 0.681 -2.307
H 5.491 1.668 -0.983
H 4.451 1.794 -2.466
H 0.205 2.261 -1.172
H 0.267 0.757 -0.313
H 0.334 0.855 -2.168
H 2.541 1.869 2.268
H 3.992 1.178 2.746
H 2.724 0.014 2.280
```

## Properties
Energy relative to the best compared isomer or geometry (same formula, charge and spin) (kJ/mol): 0.0
E (a.u.): -2633.0937
LUMO (eV): 0.18